The following is a DFT calculation (wB97M-V/def2-TZVPD) of a gas-phase ion, C15H24BN2S (charge -1) in a non-equilibrium geometry.

F_max in eV Å⁻¹: 7.79
Calculated total energy in eV: -30432.666

```
! RIJCOSX wB97M-V def2-TZVPD def2/J DEFGRID3
* xyz -1 1
C 4.485 -0.663 1.502
C 3.197 -1.454 0.940
C 3.406 -3.004 0.758
C 2.279 -3.943 0.239
C 0.909 -3.255 -0.073
C 0.691 -1.725 0.137
C 1.821 -0.747 0.633
C 1.634 0.818 0.862
B 1.128 1.684 -0.440
C 1.137 0.887 -1.874
C -0.359 2.383 -0.279
C -1.443 1.500 0.512
C -2.868 1.359 -0.255
C -3.677 0.198 0.559
C -5.212 0.065 0.120
N -5.275 -0.591 -1.224
N 2.134 2.889 -0.583
C 3.196 2.551 -1.196
S 4.366 2.129 -2.335
H 5.045 -0.079 0.699
H 5.154 -1.377 2.109
H 4.066 0.085 2.281
H 4.414 -3.496 1.023
H 2.456 -5.070 0.099
H 0.081 -3.950 -0.461
H -0.352 -1.334 -0.126
H 2.657 1.247 1.196
H 0.960 0.930 1.800
H 0.140 0.291 -1.935
H 1.103 1.596 -2.790
H 1.972 0.119 -2.011
H -0.797 2.581 -1.333
H -0.195 3.437 0.177
H -1.689 2.077 1.487
H -1.107 0.446 0.789
H -3.448 2.346 -0.181
H -2.744 1.105 -1.365
H -3.059 -0.759 0.407
H -3.590 0.447 1.687
H -5.711 1.089 0.176
H -5.727 -0.639 0.885
H -4.900 -1.551 -1.128
H -6.276 -0.622 -1.485
*
```

Okay, here come the natural (NBO) numbers, in e, for every atom: -0.6591 -0.0264 -0.2397 -0.2683 -0.2426 -0.2356 0.0630 -0.6888 0.4185 -0.8917 -0.6367 -0.3992 -0.3996 -0.4143 -0.2198 -0.8439 -0.5729 0.2847 -0.2144 0.2383 0.2083 0.2191 0.2041 0.2120 0.2072 0.2199 0.2252 0.2217 0.1936 0.2091 0.2128 0.1927 0.2007 0.1882 0.1911 0.1855 0.2127 0.1983 0.2016 0.1912 0.1510 0.3547 0.3478